1.
ORCA calculation (wB97M-V/def2-TZVPD) on a structure of composition C48H50BrF3I2LaN5O8P at a distorted geometry.

Summary:
net charge = -1
energy above the lowest of the compared OMol25 structures with the same formula, charge and spin = 286.4 kJ/mol
maximum force = 1.86 eV Å⁻¹
total energy = -178973.630 eV
E_LUMO = 2.03 eV
M = 1385.54 g mol⁻¹

Each line ends with the Löwdin charge.
CARTESIAN COORDINATES (ANGSTROEM)
La (-0.2194, 0.2983, 0.0908)  2.131
O (-3.8076, -0.7988, -3.2380)  0.045
C (-3.9985, 0.3865, -3.8496)  -0.273
C (-5.0252, 0.4944, -4.7884)  -0.023
C (-5.2456, 1.6871, -5.4490)  -0.099
C (-4.4434, 2.7936, -5.1855)  -0.106
C (-3.4339, 2.6979, -4.2470)  -0.037
C (-3.1941, 1.5039, -3.5662)  -0.093
C (-2.1224, 1.4090, -2.5400)  -0.442
O (-1.9116, 0.2788, -1.9600)  -0.158
N (-1.4478, 2.5202, -2.3197)  0.057
N (-0.5038, 2.3853, -1.3395)  -0.104
C (0.2086, 3.4190, -1.0752)  -0.078
C (1.2346, 3.3195, -0.0424)  -0.349
C (2.1665, 4.3165, 0.1358)  -0.071
C (3.3159, 3.9935, 0.9178)  -0.104
C (3.3729, 2.8528, 1.6326)  -0.014
C (2.1297, 1.9923, 1.7436)  -0.497
N (1.2205, 2.1656, 0.6514)  -0.067
H (-3.0537, -0.6517, -2.6077)  0.050
H (-5.6492, -0.3719, -4.9679)  0.111
H (-6.0514, 1.7548, -6.1697)  0.096
H (-4.6188, 3.7280, -5.7033)  0.091
H (-2.8079, 3.5454, -4.0080)  0.103
H (0.0602, 4.3530, -1.6144)  0.125
H (2.1235, 5.2334, -0.4348)  0.094
H (4.1799, 4.6482, 0.8747)  0.103
H (4.2572, 2.5146, 2.1571)  0.113
H (2.4604, 0.3855, 2.7569)  0.088
I (-3.7158, 2.5487, 3.5861)  0.940
C (-4.1010, 0.9392, 2.2991)  -0.611
C (-5.3737, 0.3667, 2.2831)  -0.236
C (-5.6320, -0.7177, 1.4906)  -0.655
I (-7.5990, -1.4799, 1.4674)  0.852
C (-4.6097, -1.3257, 0.7339)  -0.203
C (-4.7482, -2.4983, -0.0384)  -0.036
C (-3.6556, -3.0538, -0.6412)  -0.033
C (-2.4063, -2.4377, -0.4850)  -0.113
N (-2.2499, -1.3136, 0.1697)  -0.005
C (-3.3189, -0.7355, 0.7664)  -0.157
C (-3.0519, 0.4861, 1.4978)  -0.444
O (-1.8999, 1.0667, 1.4220)  -0.327
H (-6.1510, 0.7950, 2.9002)  0.073
H (-5.7241, -2.9545, -0.1367)  0.058
H (-3.7402, -3.9532, -1.2347)  0.108
H (-1.5071, -2.8778, -0.9046)  0.122
F (-0.0800, -0.3759, 2.9000)  0.063
C (-0.4856, -1.6812, 3.0170)  -0.503
F (-0.1645, -2.0659, 4.2522)  0.157
F (-1.8268, -1.6611, 2.9705)  0.154
C (0.1503, -2.5694, 1.8524)  -0.578
O (0.2046, -3.7653, 2.0686)  0.076
O (0.4999, -1.8758, 0.8620)  -0.213
O (1.2143, -0.7602, -1.6322)  -0.473
P (2.0905, -1.3834, -2.6802)  0.883
C (1.9364, -3.2227, -2.5324)  -0.329
C (2.0380, -3.7224, -1.0788)  -0.177
C (3.4333, -4.1648, -0.6387)  -0.190
C (4.0521, -5.1314, -1.6442)  -0.204
C (4.1323, -4.4672, -3.0155)  -0.202
C (2.7358, -4.0928, -3.5145)  -0.178
C (3.8647, -0.9227, -2.3834)  -0.317
C (4.7666, -0.8183, -3.6182)  -0.191
C (4.5395, 0.4781, -4.3941)  -0.197
C (4.7059, 1.6908, -3.4816)  -0.189
C (3.7344, 1.5961, -2.3074)  -0.180
C (3.9777, 0.3234, -1.5038)  -0.178
C (1.3058, -1.0399, -4.3296)  -0.314
C (2.0092, -1.4657, -5.6362)  -0.195
C (1.5526, -0.6046, -6.8225)  -0.198
C (0.0494, -0.3554, -6.7349)  -0.188
C (-0.2900, 0.4879, -5.4893)  -0.165
C (0.8062, 0.4038, -4.4213)  -0.199
H (0.8760, -3.3115, -2.8016)  0.114
H (1.3694, -4.5830, -0.9755)  0.127
H (1.6612, -2.9508, -0.4055)  0.072
H (3.3454, -4.6425, 0.3388)  0.115
H (4.0947, -3.3032, -0.5153)  0.101
H (3.4307, -6.0306, -1.7157)  0.114
H (5.0471, -5.4384, -1.3127)  0.106
H (4.5927, -5.1443, -3.7398)  0.109
H (4.7663, -3.5778, -2.9509)  0.093
H (2.1750, -5.0210, -3.6664)  0.120
H (2.8167, -3.6023, -4.4847)  0.078
H (4.1971, -1.7781, -1.7886)  0.090
H (4.6224, -1.6839, -4.2720)  0.089
H (5.8069, -0.8484, -3.2771)  0.123
H (3.5215, 0.4929, -4.7894)  0.074
H (5.2312, 0.5276, -5.2392)  0.116
H (4.5262, 2.6106, -4.0437)  0.110
H (5.7331, 1.7285, -3.1029)  0.114
H (2.7031, 1.5824, -2.6815)  0.103
H (3.8373, 2.4612, -1.6563)  0.104
H (3.2719, 0.2662, -0.6780)  0.086
H (4.9833, 0.3503, -1.0701)  0.128
H (0.4001, -1.6480, -4.2031)  0.126
H (1.7590, -2.5055, -5.8558)  0.104
H (3.0943, -1.4059, -5.5466)  0.079
H (1.8002, -1.1218, -7.7523)  0.108
H (2.0795, 0.3533, -6.8307)  0.110
H (-0.4587, -1.3236, -6.6898)  0.112
H (-0.3076, 0.1477, -7.6351)  0.105
H (-1.2320, 0.1383, -5.0643)  0.104
H (-0.4353, 1.5335, -5.7657)  0.117
H (0.3934, 0.7093, -3.4631)  0.078
H (1.6222, 1.0898, -4.6594)  0.101
Br (-2.4133, 5.4124, 1.2799)  0.713
C (-0.8565, 5.1515, 2.3205)  -0.659
C (-0.1640, 6.2505, 2.8016)  -0.194
N (0.9650, 6.1270, 3.4864)  0.071
C (1.4727, 4.9128, 3.6494)  -0.090
C (0.8724, 3.7544, 3.1669)  -0.108
C (-0.3568, 3.8774, 2.5193)  -0.084
C (1.6061, 2.4494, 3.1511)  -0.256
O (1.9708, 1.8379, 4.1308)  0.115
O (2.4168, 0.5969, 1.8107)  -0.023
H (-0.5256, 7.2572, 2.6267)  0.097
H (2.4185, 4.8596, 4.1774)  0.122
H (-0.8973, 3.0079, 2.1759)  0.061



2.
ORCA calculation (wB97M-V/def2-TZVPD) on a structure of composition C48H50FeN2S2 at a distorted geometry.

Summary:
net charge = -2
energy above the lowest of the compared OMol25 structures with the same formula, charge and spin = 132.5 kJ/mol
multiplicity = 5
maximum force = 3.00 eV Å⁻¹
total energy = -109626.073 eV
E_LUMO (alpha / beta) = 4.50 / 4.49 eV
M = 774.92 g mol⁻¹

Each line ends with the Löwdin charge.
CARTESIAN COORDINATES (ANGSTROEM)
Fe (-0.7390, 0.4200, 0.7851)  0.132
C (-2.2799, -3.5885, -3.1661)  -0.075
C (-2.2919, -2.5598, -1.9991)  -0.345
C (-3.7155, -1.8620, -1.9432)  -0.055
C (-1.9108, -3.1963, -0.7045)  -0.125
C (-2.5803, -4.3630, -0.3984)  -0.066
C (-2.2386, -5.1021, 0.7568)  -0.078
C (-1.1426, -4.6758, 1.5124)  -0.070
C (-0.3300, -3.5858, 1.1741)  -0.132
C (1.0037, -3.5375, 1.9342)  -0.333
C (2.0895, -2.5680, 1.4772)  -0.078
C (0.7298, -3.2838, 3.4767)  -0.054
C (-0.8106, -2.7117, 0.1817)  -0.128
N (-0.2041, -1.4753, -0.0786)  0.030
C (0.6486, -1.1812, -1.0762)  -0.198
C (0.9378, 0.2026, -1.4605)  -0.216
N (0.4959, 1.2436, -0.7342)  0.013
C (1.1697, 2.4691, -0.7428)  -0.174
C (2.4855, 2.5913, -0.2844)  -0.144
C (3.0989, 3.8360, -0.2803)  -0.079
C (2.3828, 4.9590, -0.5662)  -0.108
C (1.0412, 4.8428, -0.9920)  -0.058
C (0.4479, 3.6154, -1.2121)  -0.124
C (-0.9740, 3.4952, -1.7476)  -0.355
C (-1.0776, 2.5355, -2.9298)  -0.064
C (-1.6133, 4.8706, -2.0102)  -0.091
C (3.3352, 1.4426, 0.2033)  -0.341
C (3.5736, 1.4532, 1.7476)  -0.079
C (4.7282, 1.4281, -0.3761)  -0.090
C (1.8231, 0.1654, -2.6242)  -0.099
C (2.4290, 1.1038, -3.5206)  -0.065
C (3.2508, 0.6386, -4.5056)  -0.174
C (3.5487, -0.6725, -4.7289)  -0.107
C (3.0699, -1.6639, -3.8541)  -0.171
C (3.2837, -3.0824, -3.8953)  -0.089
C (2.5537, -3.9167, -3.0676)  -0.134
C (1.5800, -3.4435, -2.1523)  -0.065
C (1.3971, -2.0643, -1.9883)  -0.124
C (2.1147, -1.2089, -2.8786)  -0.079
H (-2.0534, -2.9896, -4.0608)  0.077
H (-3.2812, -4.0237, -3.2891)  0.065
H (-1.5408, -4.3664, -3.1179)  0.064
H (-1.6056, -1.7700, -2.2696)  0.114
H (-4.5167, -2.5423, -1.6305)  0.066
H (-3.9771, -1.4937, -2.9133)  0.052
H (-3.7211, -1.0383, -1.1866)  0.050
H (-3.3210, -4.6986, -1.0848)  0.090
H (-2.7703, -6.0113, 1.0352)  0.084
H (-0.9140, -5.1762, 2.4235)  0.081
H (1.4823, -4.5053, 1.8431)  0.121
H (1.8184, -1.5045, 1.6349)  0.075
H (2.2923, -2.6351, 0.4064)  0.061
H (3.0025, -2.8572, 2.0345)  0.081
H (0.2323, -2.3052, 3.6843)  0.087
H (1.6414, -3.2490, 4.0257)  0.047
H (0.1134, -4.1068, 3.8274)  0.049
H (4.1631, 3.9600, 0.0861)  0.122
H (2.8947, 5.9318, -0.5781)  0.091
H (0.5257, 5.7678, -1.2965)  0.089
H (-1.5096, 2.9696, -0.9190)  0.137
H (-0.5967, 2.8261, -3.8999)  0.091
H (-2.1417, 2.4255, -3.1000)  0.068
H (-0.6531, 1.5544, -2.7013)  0.058
H (-1.2351, 5.3281, -2.9568)  0.088
H (-1.3866, 5.5994, -1.2062)  0.065
H (-2.7002, 4.8404, -2.0164)  0.065
H (2.7758, 0.5174, 0.0024)  0.123
H (3.9538, 2.4058, 2.0971)  0.060
H (4.2980, 0.7128, 2.1390)  0.073
H (2.6362, 1.3143, 2.3229)  0.022
H (5.2786, 2.3020, -0.1072)  0.042
H (4.7826, 1.4367, -1.4883)  0.089
H (5.3307, 0.5892, 0.0028)  0.080
H (2.1668, 2.1364, -3.3773)  0.089
H (3.7061, 1.3896, -5.2092)  0.101
H (4.1388, -1.0005, -5.6014)  0.094
H (3.9919, -3.5210, -4.5363)  0.062
H (2.7595, -4.9813, -3.1492)  0.078
H (0.9800, -4.1289, -1.6092)  0.078
S (-0.1175, 1.2823, 2.7785)  0.615
C (-0.5244, 2.9525, 2.8926)  -0.670
C (0.5002, 3.9169, 2.8047)  -0.098
C (0.2424, 5.2647, 3.1940)  -0.106
C (-0.9635, 5.5660, 3.7660)  -0.164
C (-2.0165, 4.6592, 3.7802)  -0.109
C (-1.8142, 3.3101, 3.3755)  -0.107
H (1.4536, 3.6034, 2.3741)  0.082
H (0.9082, 6.0723, 2.9823)  0.081
H (-1.1825, 6.5492, 4.1645)  0.081
H (-2.9646, 4.9218, 4.2555)  0.086
H (-2.5906, 2.5460, 3.4643)  0.077
S (-2.8609, 0.5461, 1.2302)  0.599
C (-3.5179, -0.5591, 2.3950)  -0.639
C (-2.8627, -0.9139, 3.5906)  -0.123
C (-3.3889, -1.9830, 4.3483)  -0.098
C (-4.7169, -2.3941, 4.1202)  -0.137
C (-5.4111, -1.9394, 3.0044)  -0.153
C (-4.8614, -1.0297, 2.1582)  -0.143
H (-1.8716, -0.4893, 3.8012)  0.040
H (-2.8194, -2.3926, 5.2060)  0.096
H (-5.2409, -3.1150, 4.7401)  0.077
H (-6.4245, -2.2248, 2.8116)  0.082
H (-5.3060, -0.8218, 1.1707)  0.091